[1]
Formula: C45H72F9O39P3
Source: the OMol25 dataset
Level of theory: the ωB97M-V functional and the def2-TZVPD basis

```
! wB97M-V def2-TZVPD RIJCOSX def2/J DEFGRID3
* xyz 0 1
C 4.103 4.252 2.998
C 3.685 5.509 3.711
O 5.009 6.002 3.873
C 5.665 5.770 2.679
O 6.714 6.311 2.415
O 4.939 4.862 2.027
F 3.214 5.335 4.902
H 3.225 3.899 2.458
H 4.518 3.503 3.672
H 2.977 6.062 3.094
C 6.933 0.200 -4.513
C 6.550 -1.048 -3.784
O 7.730 -1.806 -3.935
C 8.762 -1.074 -4.288
O 9.925 -1.516 -4.441
O 8.329 0.114 -4.570
F 5.564 -1.783 -4.222
H 6.637 1.169 -4.111
H 6.619 0.035 -5.544
H 6.389 -0.854 -2.724
C -2.133 9.696 -4.399
C -2.208 8.496 -3.507
O -1.913 7.447 -4.345
C -1.967 7.816 -5.626
O -1.851 7.103 -6.626
O -2.314 9.155 -5.683
F -3.453 8.388 -3.005
H -1.307 10.398 -4.284
H -2.950 10.402 -4.250
H -1.578 8.586 -2.623
C -6.416 2.953 -8.770
C -7.044 2.638 -7.387
O -7.103 4.005 -6.959
C -7.378 4.838 -7.933
O -7.631 6.022 -7.808
O -6.910 4.208 -9.031
F -6.170 2.012 -6.560
H -6.648 2.190 -9.513
H -5.347 3.052 -8.581
H -8.021 2.163 -7.475
C -6.486 4.399 4.453
C -6.849 3.141 5.108
O -8.164 3.331 5.387
C -8.397 4.696 5.456
O -9.493 5.182 5.699
O -7.240 5.342 5.037
F -6.230 2.828 6.215
H -6.607 4.287 3.375
H -5.434 4.523 4.709
H -6.658 2.302 4.438
C 0.422 0.624 -7.949
C 1.283 1.354 -8.990
O 0.303 1.650 -9.952
C -0.659 0.692 -9.956
O -1.431 0.493 -10.894
O -0.465 -0.071 -8.813
F 2.200 0.485 -9.387
H -0.062 1.246 -7.197
H 1.091 -0.070 -7.440
H 1.906 2.195 -8.685
C -0.652 -2.969 5.539
C 0.631 -2.321 5.993
O 0.249 -0.967 5.949
C -0.668 -0.791 5.030
O -1.123 0.312 4.664
O -1.208 -1.964 4.719
F 1.479 -2.620 5.034
H -1.359 -3.349 6.276
H -0.404 -3.821 4.906
H 1.127 -2.537 6.939
C -7.071 -5.178 6.359
C -8.441 -5.372 5.603
O -8.131 -4.919 4.336
C -6.978 -4.185 4.282
O -6.553 -3.534 3.392
O -6.475 -4.158 5.516
F -9.360 -4.638 6.182
H -6.546 -6.133 6.328
H -7.230 -4.941 7.411
H -8.736 -6.421 5.607
C -2.115 0.906 -1.393
C -2.290 -0.555 -1.666
O -1.216 -1.106 -1.019
C -0.235 -0.167 -0.711
O 0.886 -0.457 -0.208
O -0.740 1.047 -1.061
F -2.083 -0.790 -2.957
H -2.618 1.197 -0.471
H -2.354 1.608 -2.192
H -3.269 -0.911 -1.345
C -9.292 4.790 -0.840
C -10.582 4.140 -0.177
O -10.837 2.950 -1.010
P -10.230 1.490 -0.592
O -8.766 1.574 -0.308
O -11.080 0.949 0.714
C -12.471 0.878 0.774
C -12.873 1.529 2.104
O -10.726 0.547 -1.816
C -10.477 -0.809 -1.661
C -9.749 -1.351 -2.906
H -8.476 4.069 -0.897
H -9.491 5.174 -1.841
H -9.030 5.601 -0.160
H -10.428 3.720 0.817
H -11.488 4.745 -0.199
H -12.937 1.356 -0.088
H -12.808 -0.157 0.719
H -13.698 1.065 2.645
H -12.117 1.421 2.882
H -13.000 2.607 2.004
H -9.934 -1.039 -0.745
H -11.407 -1.369 -1.564
H -9.585 -2.426 -2.832
H -10.333 -1.204 -3.815
H -8.858 -0.760 -3.118
C 5.387 -10.964 -4.898
C 6.862 -10.954 -4.810
O 7.447 -9.772 -4.372
P 7.693 -9.508 -2.744
O 8.461 -10.530 -1.990
O 8.158 -7.969 -2.566
C 9.557 -7.599 -2.310
C 10.552 -7.757 -3.502
O 6.177 -9.421 -2.145
C 5.294 -8.319 -2.396
C 4.879 -7.688 -1.077
H 4.929 -10.522 -4.013
H 5.047 -10.416 -5.777
H 5.128 -12.020 -4.979
H 7.182 -11.782 -4.178
H 7.245 -11.127 -5.815
H 9.638 -6.551 -2.022
H 9.782 -8.141 -1.391
H 11.544 -7.402 -3.222
H 10.629 -8.820 -3.731
H 10.291 -7.307 -4.459
H 5.747 -7.528 -2.994
H 4.396 -8.614 -2.940
H 4.326 -6.794 -1.367
H 4.339 -8.353 -0.403
H 5.719 -7.400 -0.444
C 8.247 0.187 3.797
C 8.515 -0.051 5.221
O 8.261 1.192 5.896
P 9.049 1.508 7.302
O 9.282 0.275 8.116
O 10.379 2.271 6.847
C 10.346 3.267 5.888
C 11.661 4.003 5.947
O 8.212 2.707 7.944
C 7.361 2.503 9.072
C 6.131 1.699 8.603
H 7.354 0.733 3.494
H 9.067 0.728 3.325
H 8.210 -0.780 3.294
H 7.960 -0.934 5.539
H 9.534 -0.390 5.406
H 10.191 2.859 4.890
H 9.559 3.991 6.101
H 11.901 4.092 7.006
H 12.449 3.455 5.431
H 11.586 5.033 5.597
H 7.882 1.996 9.884
H 7.052 3.478 9.448
H 5.520 2.335 7.962
H 6.337 0.815 7.999
H 5.531 1.388 9.458
*
```

Results
LUMO: -0.0064 Ha
E_tot: -180011.9535 eV
HOMO: -10.45 eV
strongest force on any atom: 5.95 eV Å⁻¹
Kohn-Sham gap: 10.3 eV

[2]
Formula: C45H73NNiP2SeSi2
Source: the OMol25 dataset
Level of theory: the ωB97M-V functional and the def2-TZVPD basis

```
! wB97M-V def2-TZVPD RIJCOSX def2/J DEFGRID3
* xyz 0 1
Ni -0.181 0.302 0.365
C 2.807 -1.693 -0.589
Si 1.168 -0.859 -0.970
C 1.410 0.242 -2.499
C 2.419 -0.015 -3.431
C 2.554 0.751 -4.578
C 1.657 1.781 -4.827
C 0.649 2.053 -3.916
C 0.535 1.311 -2.738
P -0.740 1.592 -1.450
C -0.880 3.428 -1.134
C 0.198 3.873 -0.134
C -0.064 5.287 0.386
C -0.173 6.300 -0.749
C -1.222 5.841 -1.758
C -0.885 4.444 -2.288
C -2.361 1.117 -2.260
C -3.104 2.172 -3.083
C -4.450 1.629 -3.571
C -4.270 0.355 -4.389
C -3.535 -0.700 -3.567
C -2.189 -0.165 -3.081
C 0.144 -2.358 -1.571
C 0.519 -3.153 -2.657
C -0.214 -4.274 -3.013
C -1.335 -4.631 -2.272
C -1.725 -3.852 -1.195
C -0.992 -2.716 -0.848
P -1.419 -1.622 0.559
C -3.279 -1.520 0.351
C -4.240 -2.705 0.635
C -5.555 -2.250 1.276
C -6.145 -1.074 0.505
C -5.191 0.140 0.524
C -3.787 -0.228 1.008
C -0.755 -2.704 1.966
C -0.079 -1.850 3.039
C -1.091 -1.224 3.992
C -1.925 -2.299 4.680
C -2.652 -3.125 3.622
C -1.658 -3.746 2.638
H 3.054 -2.412 -1.377
H 2.747 -2.242 0.354
H 3.603 -0.955 -0.501
H 3.114 -0.828 -3.253
H 3.351 0.544 -5.282
H 1.742 2.373 -5.730
H -0.055 2.842 -4.137
H -1.855 3.488 -0.621
H 1.173 3.839 -0.630
H 0.265 3.183 0.701
H 0.727 5.571 1.083
H -1.007 5.292 0.948
H 0.796 6.380 -1.253
H -0.418 7.292 -0.361
H -1.290 6.546 -2.589
H -2.205 5.817 -1.273
H 0.118 4.478 -2.719
H -1.583 4.180 -3.079
H -2.998 0.871 -1.398
H -2.499 2.450 -3.952
H -3.276 3.072 -2.489
H -4.966 2.393 -4.158
H -5.081 1.410 -2.701
H -3.682 0.583 -5.285
H -5.238 -0.023 -4.726
H -3.379 -1.608 -4.154
H -4.152 -0.977 -2.703
H -1.551 0.044 -3.945
H -1.679 -0.922 -2.489
H 1.384 -2.872 -3.250
H 0.085 -4.872 -3.865
H -1.903 -5.515 -2.534
H -2.599 -4.141 -0.624
H -3.300 -1.339 -0.732
H -3.785 -3.467 1.255
H -4.488 -3.183 -0.315
H -5.397 -1.970 2.322
H -6.256 -3.087 1.279
H -7.118 -0.801 0.916
H -6.319 -1.393 -0.526
H -5.595 0.929 1.165
H -5.116 0.565 -0.481
H -3.781 -0.353 2.096
H -3.097 0.584 0.784
H 0.027 -3.242 1.423
H 0.524 -1.074 2.564
H 0.603 -2.492 3.606
H -1.758 -0.576 3.409
H -0.584 -0.589 4.723
H -2.643 -1.849 5.371
H -1.272 -2.951 5.268
H -3.338 -2.459 3.091
H -3.255 -3.910 4.086
H -2.164 -4.359 1.890
H -1.007 -4.426 3.197
C 5.310 0.758 1.850
Si 3.580 0.761 2.573
C 3.326 -0.865 3.469
C 3.490 2.159 3.823
Se 2.138 1.212 0.900
H 6.060 0.750 2.646
H 5.469 1.647 1.237
H 5.469 -0.119 1.220
H 4.128 -1.031 4.194
H 3.331 -1.695 2.761
H 2.379 -0.879 4.007
H 4.310 2.090 4.544
H 2.546 2.141 4.372
H 3.564 3.120 3.311
C -3.079 2.009 4.469
C -2.394 2.914 3.434
C -1.414 3.871 4.126
C -3.443 3.693 2.632
C -1.632 2.066 2.504
N -1.019 1.409 1.792
H -3.553 2.635 5.227
H -2.357 1.354 4.958
H -3.845 1.391 4.000
H -1.969 4.509 4.815
H -0.901 4.500 3.399
H -0.663 3.318 4.690
H -4.060 4.271 3.322
H -4.090 3.014 2.074
H -2.971 4.379 1.929
*
```

Results
LUMO: 0.0160 Ha
E_tot: -190067.7674 eV
energy above the lowest of the compared OMol25 structures with the same formula, charge and spin: 0.0 kJ/mol
HOMO: -6.75 eV
strongest force on any atom: 0.86 eV Å⁻¹
Kohn-Sham gap: 7.2 eV

[3]
Formula: C45H77BCl2NO21PS7
Source: the OMol25 dataset
Level of theory: the ωB97M-V functional and the def2-TZVPD basis

```
! wB97M-V def2-TZVPD RIJCOSX def2/J DEFGRID3
* xyz 0 1
C -4.965 4.148 -2.392
B -4.377 3.344 -1.080
O -4.958 3.692 0.186
C -3.191 2.209 -1.255
C -1.784 2.806 -1.495
C -0.573 1.862 -1.685
C -0.820 0.344 -1.646
O 0.361 -0.472 -1.811
C -2.237 -0.304 -1.425
C -2.522 -1.867 -1.410
C -1.509 -2.795 -2.226
O -0.526 -3.339 -1.302
C -0.989 -4.514 -0.654
C -0.186 -5.904 -0.871
O -1.971 -4.571 0.133
C -3.468 0.658 -1.187
C -4.951 0.101 -0.885
Cl -5.565 0.631 0.793
C -6.001 0.458 -2.061
C -5.279 0.312 -3.487
Cl -7.421 -0.754 -2.087
C 0.720 2.755 -1.914
O 1.829 2.446 -2.391
N 0.221 4.089 -1.454
P 0.704 4.220 0.280
C 2.452 3.491 0.513
O -0.294 3.250 1.282
C -1.255 4.301 -1.563
O -1.877 5.384 -1.640
H -4.663 5.251 -2.245
H -6.100 4.070 -2.483
H -4.435 3.740 -3.316
H -4.352 3.369 0.890
H 0.708 -0.284 -2.719
H -2.692 -2.177 -0.322
H -3.545 -2.013 -1.932
H -2.116 -3.686 -2.644
H -0.956 -2.284 -3.078
H -0.498 -6.402 -1.848
H -0.500 -6.611 -0.018
H 0.945 -5.734 -0.752
H -4.973 -1.050 -0.812
H -6.499 1.477 -1.894
H -4.575 -0.593 -3.483
H -6.015 0.134 -4.353
H -4.748 1.303 -3.707
H 2.328 2.345 0.624
H 2.989 3.900 1.431
H 3.112 3.642 -0.410
H 0.081 2.342 1.413
C 4.270 -7.104 2.896
C 3.204 -7.341 3.968
C 1.855 -6.938 3.371
S 1.997 -7.186 1.604
O 1.908 -5.899 0.949
O 1.173 -8.309 1.212
C 3.705 -7.699 1.614
H 5.224 -7.562 3.164
H 4.434 -6.031 2.770
H 3.186 -8.402 4.236
H 3.415 -6.777 4.880
H 1.043 -7.555 3.758
H 1.637 -5.883 3.547
H 4.207 -7.340 0.716
H 3.725 -8.791 1.645
C -4.890 2.033 -9.332
C -6.213 1.276 -9.469
C -6.506 0.618 -8.119
S -5.718 1.642 -6.881
O -4.657 0.880 -6.262
O -6.732 2.322 -6.108
C -4.987 2.803 -8.022
H -4.715 2.701 -10.178
H -4.060 1.320 -9.287
H -7.012 1.982 -9.716
H -6.173 0.534 -10.269
H -7.577 0.569 -7.919
H -6.071 -0.381 -8.058
H -4.020 3.135 -7.646
H -5.667 3.652 -8.114
C 7.895 4.192 3.799
C 7.847 3.873 2.304
C 6.509 3.186 2.024
S 5.367 3.796 3.259
O 4.983 2.697 4.114
O 4.390 4.656 2.623
C 6.544 4.811 4.133
H 8.716 4.868 4.044
H 8.035 3.268 4.370
H 7.911 4.804 1.731
H 8.685 3.242 1.998
H 6.131 3.430 1.030
H 6.583 2.104 2.137
H 6.320 4.805 5.200
H 6.467 5.826 3.739
C -4.864 6.354 2.979
C -4.618 7.108 1.671
C -5.553 8.319 1.657
S -5.839 8.751 3.370
O -7.233 8.527 3.674
O -5.177 10.002 3.663
C -4.885 7.416 4.071
H -4.094 5.602 3.165
H -5.832 5.843 2.934
H -3.577 7.445 1.635
H -4.786 6.471 0.800
H -5.103 9.168 1.140
H -6.516 8.076 1.204
H -5.348 7.073 4.995
H -3.879 7.793 4.271
C 9.446 -4.089 2.014
C 9.535 -4.664 3.429
C 8.177 -5.288 3.757
S 7.468 -5.792 2.193
O 6.287 -4.996 1.945
O 7.455 -7.236 2.118
C 8.790 -5.173 1.168
H 10.429 -3.817 1.625
H 8.823 -3.189 2.019
H 10.312 -5.434 3.462
H 9.803 -3.898 4.160
H 8.279 -6.159 4.404
H 7.503 -4.562 4.215
H 8.388 -4.799 0.227
H 9.481 -5.998 0.981
C -3.370 -10.735 -3.063
C -2.483 -10.599 -1.823
C -1.048 -10.382 -2.307
S -1.174 -9.591 -3.907
O -0.660 -10.495 -4.910
O -0.721 -8.222 -3.799
C -2.956 -9.603 -3.994
H -4.431 -10.679 -2.811
H -3.187 -11.702 -3.544
H -2.809 -9.734 -1.237
H -2.553 -11.477 -1.178
H -0.487 -9.739 -1.628
H -0.523 -11.330 -2.440
H -3.277 -9.755 -5.024
H -3.315 -8.640 -3.626
C 0.446 7.675 5.173
C 0.839 6.570 4.191
C 2.192 6.952 3.588
S 3.024 7.951 4.816
O 3.173 9.291 4.296
O 4.138 7.207 5.361
C 1.693 7.951 6.004
H -0.397 7.380 5.801
H 0.158 8.576 4.621
H 0.930 5.620 4.728
H 0.085 6.434 3.412
H 2.797 6.072 3.368
H 2.071 7.555 2.686
H 1.659 8.907 6.525
H 1.879 7.142 6.714
*
```

Results
LUMO: -0.0423 Ha
E_tot: -203251.4543 eV
HOMO: -8.75 eV
strongest force on any atom: 5.08 eV Å⁻¹
Kohn-Sham gap: 7.6 eV